43
Properties=species:S:1:pos:R:3:forces:R:3 method="wB97M-V/def2-TZVPD" e_above_lowest_kcal_mol=52.40 e_tot_ha=-1088.10868 smiles="CNCC(=O)O.O.O.O.O.O.O.O.O.O.O" total_charge=0 lumo_energy_ev=0.1 homo_ev=-9.209
C 0.393217 -1.162212 1.613728 -0.1 0.6 1.5
N -0.246570 -1.411604 0.351576 -0.8 0.4 0.7
C 0.509571 -1.648260 -0.807569 0.4 -1.7 -2.0
C 1.659127 -0.750598 -1.294848 -0.1 0.0 1.3
O 2.129073 0.085667 -0.554797 0.5 0.2 -0.1
O 2.170956 -1.061465 -2.488250 -0.4 -0.8 -0.2
H 1.147568 -1.905348 2.005203 -1.1 0.5 -0.8
H -0.368458 -0.969000 2.384692 -0.1 -0.9 -0.1
H 0.852771 -0.181528 1.683299 0.6 0.1 -0.4
H -1.119136 -0.880453 0.216519 1.0 -0.3 0.1
H -0.184373 -1.809490 -1.612222 -0.5 0.5 -0.8
H 0.903833 -2.694996 -0.824920 0.5 0.7 0.5
H 3.104928 -0.834259 -2.626859 -0.4 0.5 0.4
O -2.092001 -3.773244 -1.517472 -0.2 0.0 -0.2
H -2.854731 -3.814979 -0.931969 0.1 0.0 0.0
H -1.340025 -3.586697 -0.951577 0.0 0.0 0.3
O 1.358374 2.393661 1.640070 0.1 0.4 0.0
H 1.434909 1.449899 1.792881 0.2 -0.2 0.1
H 1.982344 2.606608 0.933898 0.0 -0.2 0.1
O -0.014994 1.209709 -2.256791 0.7 2.6 0.2
H 0.072123 1.568602 -1.332065 -0.2 -0.6 -0.6
H -0.010767 2.125607 -2.675487 0.2 -1.8 0.2
O -1.657242 2.065070 3.284931 0.0 -0.1 1.4
H -1.976425 1.247557 2.899695 0.2 0.4 -0.6
H -1.327661 2.711287 2.662940 -0.2 -0.4 -0.7
O -2.587490 0.981253 -2.258755 -0.1 0.9 0.2
H -1.925071 1.716314 -2.170341 -1.0 -1.3 0.1
H -2.025522 0.266204 -2.567171 0.1 0.0 -0.1
O -2.719818 2.690518 0.538066 -0.1 0.9 0.6
H -2.999617 1.776202 0.635809 -0.4 -0.4 -0.4
H -3.134478 3.087412 -0.227990 -0.5 -0.4 -0.1
O 3.345046 -0.638899 2.109460 0.1 -0.3 0.5
H 4.064903 -0.003290 2.118868 -0.1 0.1 -0.2
H 2.799495 -0.480806 1.333562 0.1 0.4 -0.4
O -0.337283 3.119816 -0.286013 0.4 0.5 -0.3
H 0.056119 2.727058 0.512169 0.1 0.2 0.1
H -1.187068 3.477885 0.020577 0.4 -0.6 -0.1
O -3.728392 0.057767 0.407497 0.9 0.9 0.7
H -4.240210 -0.470713 1.024594 -0.2 -0.4 -0.9
H -3.693687 -0.146650 -0.535168 -0.5 -0.4 0.2
O 3.143467 -3.337222 0.734740 -0.1 0.0 -0.3
H 3.091624 -3.058854 1.655068 0.2 0.2 0.0
H 3.551649 -2.591291 0.276238 0.0 -0.1 0.3